Record 1
Below is the molecule CH3N3O2Si in a non-equilibrium geometry, with properties calculated with wB97M-V/def2-TZVPD.

Atoms and positions in Å:
1 N -2.080 0.300 -2.143
2 C -1.280 0.098 -1.347
3 Si 0.112 -0.298 -0.159
4 N -0.451 -1.207 1.186
5 N 1.033 1.251 -0.003
6 O 0.886 1.846 -1.060
7 O 1.825 1.606 0.916
8 H 1.237 -0.921 -0.733
9 H -1.310 -0.834 1.502
10 H 0.028 -1.841 1.842

As for the total charge: 0. The HOMO-LUMO gap is 10.453 eV. The electronic energy is -17526.326 eV.

***

Record 2
Below is the molecule CH3N3O3 in a non-equilibrium geometry, with properties calculated with wB97M-V/def2-TZVPD.

Atoms and positions in Å:
1 N -1.842 1.065 0.077
2 C -0.745 0.363 0.460
3 O -0.206 0.536 1.534
4 O -0.568 -0.777 -0.456
5 N 0.745 -1.187 -0.437
6 N 1.542 -0.232 -0.340
7 O 2.879 -0.603 -0.431
8 H -2.298 1.631 0.778
9 H -2.372 0.778 -0.731
10 H 2.864 -1.574 -0.453

As for the total charge: 0. The HOMO-LUMO gap is 11.258 eV. The electronic energy is -11695.131 eV.

***

Highest occupied orbital energy (computed, eV): -11.0 -10.5